No. 1
{
  "formula": "C17H11Cl5N4Pd",
  "method": "wB97M-V/def2-TZVPD",
  "e_above_lowest_kcal_mol": 1.30,
  "homo_lumo_gap_ev": 5.8,
  "charge": 2,
  "elements": ["H", "C", "N", "C", "H", "C", "N", "Cl", "H", "C", "C", "C", "C", "C", "H", "Cl", "C", "Pd", "H", "C", "N", "H", "C", "C", "C", "C", "H", "Cl", "H", "N", "H", "C", "H", "C", "Cl", "C", "Cl", "H"],
  "coordinates": [[-1.92247, -3.27338, -1.37951], [3.11999, 1.73651, 0.94136], [-0.70423, 0.41995, -1.76568], [0.10072, -2.53863, -1.94420], [-1.26912, 2.38380, -4.32215], [2.44903, 0.48494, 2.88996], [-1.97157, 2.10842, -2.30673], [4.33081, 2.36155, 3.25868], [-0.84648, -3.52353, 1.07784], [1.54361, -0.23569, 2.11107], [1.40389, 0.03609, 0.74901], [-0.90158, -3.05849, -1.10502], [-1.18928, 1.82225, -3.40776], [-2.09646, 0.09652, 1.98206], [2.28635, -2.07357, -1.57432], [4.10135, 2.93436, 0.22750], [1.32962, -2.38548, -1.18612], [-0.04835, -0.99711, -0.34218], [-3.65096, 1.45174, 2.81257], [-0.33772, -3.19722, 0.18263], [-1.52223, 0.07300, 0.73376], [0.35075, 0.27104, -3.64276], [3.23147, 1.47994, 2.30896], [-2.08598, 1.05553, 0.03062], [2.20793, 1.00721, 0.17192], [-2.99990, 1.11241, 2.02624], [-0.01098, -2.24982, -2.97849], [0.65542, -1.50648, 2.90276], [-2.65957, 2.84440, -2.26224], [-2.97890, 1.70409, 0.78746], [1.72798, -2.89834, 0.96838], [-0.40386, 0.77007, -3.06250], [-1.83691, -0.59610, 2.75794], [-1.64513, 1.24295, -1.33696], [2.60189, 0.14279, 4.55589], [1.04170, -2.83433, 0.14178], [2.15526, 1.34599, -1.50915], [-3.55608, 2.48259, 0.50738]],
  "mulliken_charge": [0.500, 0.150, 0.536, -0.526, 0.430, 0.065, -0.138, -0.120, 0.460, 0.942, -0.491, -0.490, -0.725, -0.411, 0.503, -0.137, -0.141, -0.209, 0.419, -0.059, 0.468, 0.563, 0.207, 0.087, 0.720, -0.821, 0.554, -0.153, 0.195, -0.144, 0.707, -0.533, 0.513, 0.007, -0.149, -0.818, -0.160, 0.201]
}

No. 2
{
  "formula": "C17H11ClF10LiN3O4",
  "method": "wB97M-V/def2-TZVPD",
  "homo_lumo_gap_ev": 6.3,
  "charge": -2,
  "elements": ["C", "C", "C", "C", "C", "H", "H", "C", "N", "O", "H", "H", "C", "C", "F", "F", "F", "H", "F", "N", "C", "Li", "H", "C", "F", "O", "F", "Cl", "H", "C", "H", "C", "C", "F", "H", "F", "H", "C", "O", "H", "O", "C", "C", "C", "F", "F", "N"],
  "coordinates": [[2.27828, -0.71915, -0.35822], [3.03181, 0.48509, -0.16894], [-2.23390, -1.68984, 0.74266], [-2.20498, 3.60610, -1.69459], [-1.42502, 1.71916, -0.29987], [-1.91460, -2.64841, -1.66891], [1.97141, -3.16683, 1.43882], [-1.33266, -3.19042, -0.92068], [-1.06615, -2.35156, 0.21022], [0.53025, 0.96332, 5.12147], [-1.90675, -4.10241, -0.64450], [-0.26001, -2.40060, 2.10928], [-2.37905, 2.34626, -1.15261], [3.02967, -0.48279, -2.71163], [4.42792, 2.25484, -0.85052], [3.00061, -0.97384, -3.97210], [0.98627, 4.52406, -0.30856], [-2.07175, -1.47958, 1.80139], [-3.55175, 1.72265, -1.46971], [1.66199, -1.23302, 0.70353], [-2.52009, -0.36986, 0.03973], [0.15894, 0.17726, 1.50397], [-3.12968, -2.34060, 0.67932], [-0.30105, 2.56825, -0.06038], [0.66538, 2.07225, 0.75255], [-1.69696, 0.20298, 5.13368], [-3.16503, 4.11054, -2.50277], [-0.61489, 0.65725, 4.30498], [-2.68538, -0.56183, -1.03140], [3.71334, 1.15285, -1.15503], [-0.40621, -3.50379, -1.40128], [-0.10679, -2.88729, 1.14554], [2.33478, -1.14776, -1.71634], [3.12780, 0.98218, 1.07967], [-0.26592, -3.97395, 1.31483], [-0.91497, 5.59567, -1.98421], [1.50543, -3.15827, -0.24250], [-1.08614, 4.36701, -1.43080], [-1.00614, 1.80959, 3.53226], [-3.48147, 0.00237, 0.42889], [-0.25459, -0.41631, 3.35887], [3.72430, 0.68121, -2.46208], [-0.12134, 3.81577, -0.59005], [1.33320, -2.64209, 0.70648], [1.62746, -2.23118, -2.15362], [4.41774, 1.32020, -3.43925], [-1.42330, 0.53453, 0.28246]],
  "mulliken_charge": [0.566, 0.183, -1.414, 0.007, 0.025, 0.234, 0.339, -1.224, 1.117, -0.671, 0.369, 0.376, 0.524, -0.182, -0.357, -0.349, -0.333, 0.410, -0.377, -0.663, -0.612, 0.805, 0.360, 0.048, -0.458, -0.706, -0.347, 1.718, 0.343, 0.140, 0.290, -1.015, 0.532, -0.453, 0.294, -0.364, 0.291, 0.704, -0.675, 0.420, -0.682, 0.727, -0.069, -1.052, -0.369, -0.368, -0.084]
}